[1]
DFT (ωB97M-V with the def2-TZVPD basis set) results for a cluster of 5 separate species, C21H47N5O6Si in total.

Geometry as XYZ:
```
80
C21H47N5O6Si, DFT ωB97M-V with the def2-TZVPD basis set
C -3.19 -3.42 -2.28
Si -1.77 -4.34 -3.26
C -1.04 -5.64 -2.04
C -2.64 -5.31 -4.68
O -0.64 -3.10 -3.80
C 0.52 -3.66 -4.50
C 1.95 -3.46 -3.69
C 1.78 -3.20 -2.08
C 2.37 -1.76 -1.44
C 2.24 -2.22 0.16
N 2.27 -3.76 0.25
C 2.73 -4.20 -1.15
O 3.66 -5.09 -1.51
H -3.73 -2.65 -3.02
H -3.92 -4.21 -1.84
H -2.63 -2.78 -1.46
H 0.11 -5.81 -2.18
H -1.33 -5.36 -0.93
H -1.57 -6.69 -2.25
H -3.56 -5.88 -4.17
H -3.14 -4.61 -5.51
H -1.97 -6.17 -5.14
H 0.36 -4.78 -4.86
H 0.64 -3.03 -5.51
H 2.54 -4.49 -3.82
H 2.63 -2.63 -4.15
H 0.72 -3.24 -1.58
H 3.49 -1.48 -1.73
H 1.54 -0.93 -1.60
H 3.10 -1.91 0.89
H 1.14 -2.01 0.55
H 1.28 -4.12 0.40
C -6.85 -2.40 -2.40
O -5.89 -2.89 -2.97
N -7.30 -1.10 -2.55
C -8.45 -0.60 -1.83
C -6.60 -0.22 -3.46
H -7.46 -2.98 -1.69
H -9.20 -0.27 -2.56
H -8.14 0.25 -1.22
H -8.88 -1.37 -1.19
H -6.61 -0.65 -4.46
H -5.56 -0.13 -3.13
H -7.06 0.77 -3.47
C 1.83 1.24 2.05
O 1.69 0.03 1.88
N 3.04 1.90 2.11
C 3.13 3.33 2.31
C 4.27 1.14 1.98
H 0.97 1.91 2.16
H 3.65 3.77 1.46
H 3.69 3.53 3.23
H 2.13 3.77 2.39
H 4.27 0.63 1.01
H 4.31 0.38 2.77
H 5.14 1.79 2.05
C 1.68 6.26 0.77
O 1.44 6.08 1.96
N 0.82 5.96 -0.27
C 1.17 6.19 -1.65
C -0.48 5.40 0.03
H 2.64 6.68 0.43
H 0.45 6.89 -2.09
H 1.14 5.24 -2.19
H 2.18 6.62 -1.74
H -1.03 6.09 0.67
H -0.34 4.45 0.57
H -1.05 5.22 -0.89
C 3.91 2.51 6.25
O 4.86 2.99 5.64
N 3.18 3.17 7.22
C 2.06 2.54 7.90
C 3.53 4.53 7.57
H 3.56 1.49 6.07
H 1.16 3.12 7.72
H 2.27 2.51 8.98
H 1.91 1.52 7.54
H 3.45 5.16 6.68
H 4.56 4.55 7.93
H 2.86 4.91 8.35
```

Computed properties:
frontier orbital gap	9.14	eV

Atomic partial charges in e from the Mulliken method, atoms 1 to 8: -0.68, 0.55, -0.85, -0.92, -0.52, -0.23, -0.76, 0.65

[2]
DFT (ωB97M-V with the def2-TZVPD basis set) results for a structure of composition C3H6FO2S.

Geometry as XYZ:
```
13
C3H6FO2S, DFT ωB97M-V with the def2-TZVPD basis set
C -0.73 -0.64 -1.02
C -0.80 0.77 0.97
C -0.06 -0.37 0.30
O 2.54 -0.71 -1.06
O 2.15 1.55 -0.05
F -0.11 -1.58 1.15
S 2.18 0.07 0.14
H -0.15 0.05 -1.65
H -0.49 -1.67 -1.38
H -1.80 -0.55 -0.84
H -0.01 1.23 1.66
H -1.68 0.43 1.54
H -1.05 1.42 0.26
```

Computed properties:
charge	-1
ΔE to the lowest compared entry with this formula, charge and spin	0.5195	eV
frontier orbital gap	7.16	eV

Atomic partial charges in e from the Mulliken method, atoms 1 to 8: -1.33, -1.36, 0.69, -0.58, -0.60, -0.41, 0.49, 0.34

[3]
DFT (ωB97M-V with the def2-TZVPD basis set) results for the ion CH5F5N5 with charge +1.

Geometry as XYZ:
```
16
CH5F5N5, DFT ωB97M-V with the def2-TZVPD basis set
C -0.16 -0.23 -0.35
N 0.57 0.99 0.02
N -1.56 -0.32 0.00
N 0.56 -1.17 0.55
N -0.02 -0.30 -1.80
N 0.48 1.33 1.40
F -2.19 0.74 -0.69
F 1.75 -1.49 0.06
F -0.14 -2.39 0.65
F 1.28 -0.50 -2.14
F -0.52 -1.48 -2.28
H 0.46 1.78 -0.66
H -1.97 -1.22 -0.11
H 0.81 0.48 1.93
H 1.13 2.11 1.56
H -0.49 1.66 1.85
```

Computed properties:
charge	+1
ΔE to the lowest compared entry with this formula, charge and spin	0.0000	eV
frontier orbital gap	10.67	eV

Atomic partial charges in e from the Mulliken method, atoms 1 to 8: 0.99, -0.33, -0.37, 0.05, -0.05, -0.29, -0.17, -0.12

[4]
DFT (ωB97M-V with the def2-TZVPD basis set) results for a structure of composition C21H31N3O4.

Geometry as XYZ:
```
59
C21H31N3O4, DFT ωB97M-V with the def2-TZVPD basis set
C 4.17 2.60 0.54
H 4.64 2.68 -0.58
O 3.41 1.60 0.58
C 3.80 0.21 0.40
C 5.08 -0.20 -0.12
C 5.43 -1.42 -0.05
C 4.55 -2.51 0.33
C 3.31 -2.09 0.43
C 2.80 -0.79 0.58
C 1.45 -0.61 1.05
N 0.40 -0.37 -0.03
C 0.37 -1.72 -0.89
C -0.76 -2.10 -1.74
N -0.88 -0.64 -2.40
C -0.31 0.43 -2.32
O -0.51 1.36 -2.83
C 0.61 0.41 -0.89
C 0.22 1.86 -0.16
C -0.79 1.89 0.68
O -0.70 1.57 2.03
N -2.21 1.93 0.19
C -2.64 2.74 -0.77
H -3.55 2.50 -1.14
H -1.94 2.44 -1.59
H -2.47 3.90 -1.01
C -3.15 1.69 1.21
H -4.05 2.17 1.02
C -3.69 0.37 1.12
C -4.25 -0.22 -0.15
C -4.56 -1.69 -0.21
O -3.55 -2.39 0.11
C -3.20 -2.23 1.36
C -2.62 -0.73 1.63
H -2.40 -0.70 2.62
H -1.79 -0.72 1.00
H -2.35 -2.72 1.77
H -4.00 -2.35 1.99
H -4.84 -1.96 -1.03
H -5.50 -1.74 0.38
H -3.45 0.08 -0.86
H -4.93 0.36 -0.44
H -4.73 0.20 2.06
H -2.96 1.81 2.26
H 1.08 2.07 0.36
H -0.03 2.72 -1.09
H 1.76 0.59 -1.36
H -1.39 -0.87 -3.23
H -0.60 -2.93 -2.25
H -1.64 -1.94 -1.09
H 0.36 -2.58 -0.03
H 1.39 -1.85 -1.49
H 1.11 -1.32 1.69
H 1.51 0.44 1.48
H 2.74 -3.02 0.88
H 5.09 -3.47 0.19
H 6.55 -1.42 -0.21
H 5.72 0.72 -0.24
H 3.45 3.49 0.75
H 5.00 2.63 1.16
```

Computed properties:
ΔE to the lowest compared entry with this formula, charge and spin	20.8172	eV
frontier orbital gap	8.90	eV

Atomic partial charges in e from the Mulliken method, atoms 1 to 8: -0.95, 0.33, -0.10, 0.67, -0.64, -0.25, -1.02, -0.25

| no. | E_tot (Eh) |
| --- | --- |
| 1 | -1842.92478 |
| 2 | -766.44574 |
| 3 | -813.53153 |
| 4 | -1283.35818 |